Molecular formula: C13H22N6STc
Method: DFT, ωB97M-V with the def2-TZVPD basis set

Output
Charge = +2
Maximum force = 0.0140 Eh/bohr
E_LUMO (spin up / spin down) = -0.2215 / -0.2409 Ha
Spin multiplicity = 2
ΔE to the lowest compared entry with this formula, charge and spin = 2.9 kcal per mole

Each line ends with the Löwdin spin population.
Element x y z (Å)
1 Tc 0.74520 0.17570 0.15965  1.02
2 C -2.21979 0.08466 1.34803  0.00
3 C -1.35975 -0.95676 2.04768  0.00
4 N 0.07253 -0.54856 2.08942  0.00
5 C 0.43794 0.38764 3.19066  0.00
6 C 0.08049 1.84178 2.90757  0.00
7 S 0.42718 2.35139 1.17347  0.01
8 C -1.22013 2.88282 0.58729  0.00
9 C -1.90470 1.86900 -0.33061  0.00
10 N -1.60901 0.47712 0.05727  0.01
11 H -2.30981 0.97406 1.96825  0.00
12 H -3.23197 -0.29982 1.21167  0.00
13 H -1.40779 -1.90391 1.50748  0.00
14 H -1.72198 -1.13583 3.06216  0.00
15 H 0.60233 -1.39664 2.26471  0.00
16 H 1.51559 0.30041 3.31755  0.00
17 H -0.03662 0.07425 4.12434  0.00
18 H 0.68457 2.48072 3.54985  0.00
19 H -0.95986 2.07005 3.12603  0.00
20 H -1.07015 3.81840 0.05071  0.00
21 H -1.80802 3.12530 1.47030  0.00
22 H -1.54503 1.99769 -1.35194  0.00
23 H -2.98119 2.06423 -0.33703  0.00
24 H -1.96397 -0.12995 -0.67613  0.00
25 N 1.09387 -3.16828 -2.35714  0.01
26 C 1.22908 -3.93458 -1.22378  0.00
27 C 1.07717 -3.08557 -0.17275  0.00
28 N 0.83044 -1.81981 -0.65007  0.00
29 C 0.86423 -1.90243 -1.97264  0.01
30 C 0.73851 -0.66587 -2.71507  0.00
31 N 0.64445 0.46278 -2.02482  0.00
32 C 0.56246 1.47756 -2.94718  0.00
33 C 0.60925 0.94837 -4.19914  0.00
34 N 0.71771 -0.41274 -4.03345  0.00
35 H 1.19896 -3.51071 -3.29948  0.00
36 H 1.42064 -4.99217 -1.26621  0.00
37 H 1.13121 -3.31953 0.87630  0.00
38 H 0.50711 2.51408 -2.66176  0.00
39 H 0.57591 1.40708 -5.17140  0.00
40 H 0.77387 -1.08294 -4.78422  0.00
41 C 2.54446 0.14427 0.58497  -0.09
42 H 3.14564 1.05912 0.57521  0.01
43 H 3.11891 -0.72242 0.92426  0.01

Forces on the atoms, in the same order (eV/Å):
Tc -0.5720 -0.4326 -0.0692
C 0.0746 -0.0157 0.0601
C -0.0134 0.0869 -0.0712
N 0.2205 0.1175 0.0159
C -0.0651 0.0967 -0.0502
C 0.0447 0.0198 0.0455
S 0.0111 -0.0992 -0.0159
C 0.0271 0.0018 -0.0441
C 0.0528 0.0296 -0.0593
N 0.0685 -0.1364 0.0027
H -0.0095 -0.0071 -0.0266
H 0.0025 -0.0189 0.0139
H 0.0101 0.0156 -0.0316
H -0.0493 -0.0103 -0.0123
H -0.0134 0.0214 0.0841
H -0.0024 -0.0118 -0.0113
H -0.0113 0.0163 0.0018
H -0.0128 0.0145 -0.0059
H -0.0106 -0.0185 -0.0206
H -0.0093 0.0057 0.0107
H -0.0140 -0.0140 0.0086
H -0.0423 -0.0131 0.0687
H -0.0004 0.0054 0.0196
H -0.0526 -0.0113 0.0207
N 0.0259 0.0240 0.0015
C 0.0376 0.0002 0.0187
C -0.1491 -0.0725 -0.0382
N 0.1024 0.0703 -0.0004
C -0.0090 0.0685 -0.0070
C -0.0333 -0.0399 -0.0195
N 0.2661 0.0972 0.3201
C 0.0774 0.0671 -0.0156
C -0.0380 -0.0382 0.0046
N -0.0061 0.0422 -0.0104
H -0.0291 -0.0024 -0.0022
H 0.0086 0.0024 -0.0041
H -0.0156 0.0150 0.0069
H 0.0100 -0.0222 0.0087
H 0.0115 -0.0045 -0.0036
H -0.0091 0.0032 -0.0053
C 0.1128 0.1845 -0.1884
H 0.0133 -0.0131 0.0497
H -0.0100 -0.0239 -0.0500